94
Properties=species:S:1:pos:R:3:lowdin_charge:R:1 method="wB97M-V/def2-TZVPD" lumo_energy_ev=-0.5 molar_mass_g_mol=1170.938 total_charge=0 orbital_gap_ev=6.62 homo_ev=-7.118 energy_ha=-8589.41571
Pb 0.405 -0.220 0.664 1.430
C -6.498 0.161 -0.074 -0.047
C -5.131 0.400 0.507 -0.277
C -4.549 1.667 0.494 -0.041
C -3.266 1.866 0.953 -0.042
C -2.476 0.824 1.473 -0.299
N -1.157 1.054 1.870 -0.081
C -0.945 2.154 2.685 -0.231
C -1.985 2.648 3.504 -0.027
C -1.847 3.749 4.319 -0.045
C -0.645 4.447 4.382 -0.288
C -0.484 5.652 5.271 -0.056
C 0.409 3.939 3.652 0.009
C 0.292 2.817 2.827 -0.116
N 1.507 2.367 2.230 -0.087
C 2.552 3.156 1.903 -0.060
C 3.660 2.354 1.773 -0.059
C 3.188 1.066 2.026 -0.175
N 1.883 1.071 2.284 -0.035
C -3.095 -0.439 1.528 -0.143
C -4.382 -0.638 1.032 0.012
N -2.443 -1.569 2.094 -0.090
C -2.923 -2.388 3.052 -0.049
C -1.984 -3.377 3.252 -0.047
C -0.953 -3.072 2.355 -0.147
N -1.247 -1.982 1.658 -0.041
H -7.079 1.082 -0.089 0.076
H -7.047 -0.588 0.497 0.078
H -6.420 -0.204 -1.101 0.082
H -5.110 2.510 0.106 0.118
H -2.820 2.851 0.904 0.132
H -2.932 2.127 3.496 0.112
H -2.686 4.062 4.931 0.114
H -1.394 6.251 5.284 0.075
H 0.340 6.281 4.933 0.073
H -0.273 5.343 6.298 0.081
H 1.380 4.409 3.744 0.113
H 2.446 4.219 1.768 0.133
H 4.657 2.650 1.505 0.095
H 3.740 0.143 2.046 0.079
H -4.802 -1.638 1.066 0.125
H -3.859 -2.201 3.549 0.129
H -2.034 -4.200 3.943 0.095
H -0.018 -3.579 2.179 0.097
Br 4.077 2.850 -1.922 0.774
C 2.211 2.887 -2.251 -0.587
C 1.682 3.808 -3.148 -0.179
C 0.339 3.799 -3.419 -0.633
Br -0.345 5.073 -4.657 0.750
C -0.519 2.858 -2.816 -0.188
C -1.899 2.748 -3.094 -0.018
C -2.637 1.762 -2.505 -0.033
C -2.011 0.893 -1.602 -0.159
N -0.739 0.992 -1.280 0.024
C 0.028 1.941 -1.877 -0.138
C 1.440 1.940 -1.554 -0.444
O 1.945 1.116 -0.717 -0.280
H 2.329 4.527 -3.632 0.095
H -2.352 3.448 -3.783 0.077
H -3.687 1.636 -2.726 0.111
H -2.569 0.082 -1.150 0.104
C 3.400 -3.808 2.041 -0.125
O 2.502 -2.951 1.324 -0.579
H 2.772 -4.386 2.716 0.091
H 4.119 -3.224 2.619 0.084
H 3.927 -4.478 1.363 0.079
N -3.902 -1.487 -3.893 0.172
C -3.083 -2.016 -3.284 -0.187
C -2.070 -2.648 -2.500 -0.206
C -2.303 -3.861 -1.854 -0.003
C -1.295 -4.402 -1.082 -0.034
C -0.101 -3.704 -0.962 -0.141
N 0.132 -2.546 -1.577 0.073
C -0.819 -2.047 -2.352 -0.100
H -3.257 -4.360 -1.968 0.124
H -1.430 -5.348 -0.578 0.113
H 0.713 -4.091 -0.360 0.091
H -0.586 -1.132 -2.881 0.121
O 4.708 -5.785 -2.242 -0.277
S 3.646 -4.873 -2.539 0.664
O 2.507 -5.347 -3.262 -0.279
N 3.142 -4.163 -1.104 -0.036
C 3.436 -2.916 -1.114 -0.566
S 3.179 -1.906 0.269 0.991
C 4.093 -2.359 -2.308 -0.210
C 4.513 -1.060 -2.546 -0.008
C 5.181 -0.806 -3.737 -0.049
C 5.407 -1.820 -4.661 -0.051
C 4.960 -3.118 -4.427 -0.025
C 4.304 -3.359 -3.243 -0.201
H 4.326 -0.269 -1.828 0.084
H 5.543 0.193 -3.940 0.106
H 5.940 -1.602 -5.577 0.110
H 5.127 -3.908 -5.147 0.125


8
Properties=species:S:1:pos:R:3:lowdin_charge:R:1 method="wB97M-V/def2-TZVPD" lumo_energy_ev=-1.1 molar_mass_g_mol=76.124 total_charge=0 orbital_gap_ev=8.49 homo_ev=-9.609 energy_ha=-548.04437
C 0.945 -0.133 0.212 -0.544
H -2.091 1.115 0.128 -0.165
H -0.445 -1.949 0.426 0.275
H 1.620 -0.849 0.612 0.078
H 0.374 1.222 -0.950 0.008
N -0.315 -0.357 0.679 -0.415
N 1.364 0.780 -0.630 0.039
S -1.453 0.171 -0.476 0.724


51
Properties=species:S:1:pos:R:3:lowdin_charge:R:1 method="wB97M-V/def2-TZVPD" lumo_energy_ev="2.6 / 2.5" s2=0.759 molar_mass_g_mol=590.735 total_charge=-1 multiplicity=2 orbital_gap_ev="6.08 / 5.95" homo_ev="-3.466 / -3.485" energy_ha=-2893.24100
Ru 0.840 -0.032 -0.187 0.947
S 2.696 1.140 -0.954 0.729
C 2.636 2.704 -0.198 -0.641
C 3.562 3.694 -0.566 -0.119
C 3.519 4.952 0.000 -0.102
C 2.555 5.268 0.957 -0.105
C 1.648 4.297 1.339 -0.102
C 1.695 3.031 0.764 -0.517
S 0.503 1.824 1.278 1.000
C -0.863 2.532 0.301 -0.342
C -1.917 1.502 0.081 -0.339
C -3.235 1.861 -0.144 -0.019
C -4.150 0.866 -0.437 -0.053
C -3.717 -0.445 -0.462 -0.024
C -2.389 -0.728 -0.171 -0.364
C -1.974 -2.166 -0.111 -0.437
S -0.219 -2.467 0.038 0.986
C 0.089 -2.898 1.746 -0.523
C 1.182 -3.766 1.840 -0.167
C 1.675 -4.179 3.060 -0.129
C 1.042 -3.721 4.215 -0.121
C -0.049 -2.885 4.124 -0.156
C -0.578 -2.421 2.894 -0.740
S -1.940 -1.335 2.928 0.476
N -1.503 0.236 0.071 0.022
H 4.312 3.446 -1.307 0.096
H 4.246 5.697 -0.302 0.095
H 2.521 6.254 1.402 0.092
H 0.893 4.512 2.086 0.107
H -0.443 2.828 -0.661 0.089
H -1.273 3.406 0.806 0.092
H -3.523 2.903 -0.098 0.112
H -5.186 1.108 -0.641 0.105
H -4.399 -1.260 -0.668 0.117
H -2.288 -2.657 -1.037 0.083
H -2.463 -2.648 0.734 0.051
H 1.668 -4.087 0.925 0.092
H 2.536 -4.834 3.112 0.086
H 1.409 -4.020 5.191 0.089
H -0.543 -2.532 5.020 0.078
O 2.655 0.757 2.412 -0.060
C 2.729 -0.384 1.995 -0.504
O 2.114 -0.933 0.993 -0.328
H 3.404 -1.103 2.488 0.135
C 0.083 0.077 -4.251 0.002
C 0.274 0.045 -2.756 -0.743
O -0.077 1.022 -2.050 -0.119
O 0.777 -0.982 -2.230 -0.163
H -0.193 1.076 -4.577 0.076
H -0.704 -0.627 -4.525 0.080
H 1.004 -0.241 -4.739 0.081


22
Properties=species:S:1:pos:R:3:lowdin_charge:R:1 method="wB97M-V/def2-TZVPD" lumo_energy_ev=1.2 molar_mass_g_mol=88.194 smiles=CCC.CCC total_charge=0 orbital_gap_ev=12.31 homo_ev=-11.134 energy_ha=-238.18597
C 2.337 -0.084 -0.776 -0.120
C 1.699 -1.435 -0.432 -0.329
C 0.393 -1.700 -1.120 -0.126
H 1.606 0.678 -1.065 0.056
H 2.982 0.292 0.012 0.065
H 2.968 -0.186 -1.677 0.072
H 2.460 -2.183 -0.644 0.095
H 1.635 -1.519 0.662 0.094
H 0.524 -1.520 -2.193 0.079
H 0.064 -2.729 -1.007 0.072
H -0.432 -1.041 -0.848 0.042
C -2.283 1.393 -0.163 -0.129
C -1.096 1.493 0.774 -0.322
C -0.966 0.324 1.739 -0.117
H -2.346 0.429 -0.664 0.060
H -2.296 2.151 -0.947 0.067
H -3.221 1.533 0.389 0.073
H -0.181 1.487 0.169 0.079
H -1.111 2.449 1.306 0.101
H -1.910 0.062 2.211 0.071
H -0.642 -0.579 1.220 0.042
H -0.167 0.553 2.448 0.074


62
Properties=species:S:1:pos:R:3:lowdin_charge:R:1 method="wB97M-V/def2-TZVPD" lumo_energy_ev=-0.3 molar_mass_g_mol=695.902 smiles="O=C(O)C[C@]1(B(O)O)CC(=O)O[C@H]1B(O)O.FC(F)C(F)(F)COC(F)(F)C(F)F.FC(F)C(F)(F)COC(F)(F)C(F)F" total_charge=0 orbital_gap_ev=10.51 homo_ev=-10.788 energy_ha=-3020.65258
O 2.960 -0.820 3.508 0.199
C 2.021 -1.216 2.993 -0.600
O 1.251 -0.412 2.280 0.136
C 1.601 -2.662 3.075 0.008
C 1.835 -3.461 1.762 -0.227
B 3.125 -4.335 2.083 -0.662
O 4.372 -3.798 2.106 0.210
O 3.053 -5.648 2.407 0.214
C 2.220 -2.698 0.469 0.009
C 1.391 -3.364 -0.642 -0.509
O 1.263 -3.020 -1.707 0.230
O 0.862 -4.505 -0.120 0.096
C 0.585 -4.152 1.227 -0.143
B -0.237 -5.182 2.137 -0.601
O -1.437 -4.774 2.629 0.201
O 0.147 -6.442 2.411 0.211
H 0.690 -0.941 1.708 0.108
H 0.563 -2.681 3.386 0.133
H 2.197 -3.099 3.854 0.134
H 4.339 -2.836 2.122 0.113
H 3.863 -5.873 2.874 0.127
H 3.223 -2.849 0.093 0.137
H 2.105 -1.622 0.433 0.131
H -0.110 -3.302 1.103 0.153
H -1.437 -3.833 2.817 0.097
H 1.018 -6.494 2.818 0.099
F -2.028 4.888 3.171 0.090
C -0.902 5.070 3.897 -0.297
F -0.756 6.400 4.109 0.098
C 0.324 4.540 3.157 -0.444
F 0.536 5.249 2.028 0.135
F 1.398 4.760 3.965 0.109
C 0.318 3.041 2.824 -0.048
O -0.100 2.672 1.524 0.050
C -1.440 2.541 1.263 -0.535
F -2.165 2.586 2.398 0.140
F -1.616 1.306 0.728 0.133
C -1.922 3.563 0.237 -0.283
F -1.686 4.820 0.660 0.104
F -3.258 3.430 0.056 0.101
H -1.014 4.576 4.866 0.174
H 1.356 2.720 2.867 0.149
H -0.195 2.458 3.589 0.146
H -1.415 3.414 -0.718 0.157
F 0.093 0.422 -5.414 0.086
C -0.775 -0.610 -5.509 -0.292
F -0.549 -1.236 -6.689 0.099
C -2.219 -0.117 -5.471 -0.445
F -2.485 0.650 -6.551 0.133
F -3.016 -1.218 -5.563 0.109
C -2.640 0.631 -4.199 -0.044
O -2.590 2.044 -4.256 0.055
C -1.387 2.663 -4.025 -0.533
F -0.480 1.785 -3.552 0.137
F -1.596 3.580 -3.049 0.136
C -0.876 3.397 -5.263 -0.279
F -0.743 2.544 -6.296 0.100
F 0.340 3.928 -4.996 0.102
H -0.583 -1.320 -4.699 0.176
H -3.694 0.403 -4.053 0.151
H -2.131 0.245 -3.315 0.146
H -1.565 4.196 -5.545 0.178


7
Properties=species:S:1:pos:R:3:lowdin_charge:R:1 method="wB97M-V/def2-TZVPD" lumo_energy_ev=0.8 molar_mass_g_mol=70.055 smiles=c1nn[nH]n1 total_charge=0 orbital_gap_ev=11.78 homo_ev=-11.019 energy_ha=-258.24805
C -0.937 -0.452 0.058 -0.248
N -0.963 0.884 -0.036 0.035
N 0.402 1.175 0.033 -0.011
N 1.030 0.065 -0.017 -0.139
N 0.294 -0.929 -0.015 0.015
H -1.982 -0.759 -0.046 0.106
H 2.157 0.016 0.023 0.241


For each record above, in turn, the calculated ΔE to the lowest compared entry with this formula, charge and spin values are 0.000; 4.557; 0.604; 0.287; 0.000; 2.658 eV.